{"formula": "C12H18OSi", "method": "ωB97M-V with the def2-TZVPD basis set", "symbols": ["C", "C", "C", "C", "C", "C", "C", "C", "C", "C", "C", "C", "O", "Si", "H", "H", "H", "H", "H", "H", "H", "H", "H", "H", "H", "H", "H", "H", "H", "H", "H", "H"], "coordinates": [[1.0808, -2.0935, 0.1347], [-1.5002, 1.0857, 0.2229], [-1.1465, -0.1019, -0.0576], [-2.9536, 1.4177, 0.2682], [0.7740, -3.3837, 0.1371], [1.2902, -0.8902, -0.0396], [-1.9953, -1.2084, -0.4880], [-3.8588, 0.2596, -0.3579], [-3.4425, -1.0858, 0.0745], [2.1265, 1.4474, 1.8789], [1.5990, 1.8103, -1.1741], [4.2952, 0.0612, -0.3310], [-3.4776, 2.4291, 0.6245], [2.3501, 0.5964, 0.0870], [-0.8221, 1.8868, 0.4650], [0.6240, -3.7553, 1.1841], [0.7480, -4.0231, -0.7610], [-2.0846, -1.2221, -1.5926], [-1.5031, -2.1720, -0.3096], [-4.7762, 0.7239, 0.0583], [-3.8806, 0.4031, -1.4734], [-4.0892, -1.8092, -0.2876], [-3.3043, -1.1088, 1.2092], [0.9845, 1.1194, 2.2817], [2.9107, 1.1463, 2.5091], [2.0782, 2.4975, 1.8597], [2.1071, 2.6960, -1.4727], [1.3842, 1.3270, -2.2000], [0.5511, 2.1522, -1.0158], [4.8498, -0.1642, 0.5696], [4.2175, -0.8526, -1.0674], [4.8639, 0.8112, -0.9362]], "atomic_forces_ev_per_a": [[-0.3, -1.7, -1.0], [-0.5, 3.4, 1.4], [1.5, -3.0, -1.2], [-0.4, -2.3, -2.0], [-0.1, -0.6, 1.5], [-0.8, 2.2, 0.4], [-0.1, -1.4, -0.8], [-0.8, 3.7, 0.5], [2.9, 1.2, 2.1], [-3.7, -2.5, -1.4], [-1.6, -1.2, -2.1], [-2.0, -0.4, -2.0], [0.4, 0.9, 0.5], [1.1, 1.6, 0.3], [0.2, 0.2, 0.3], [0.0, -0.3, -1.3], [0.0, 0.4, 0.7], [0.2, 0.4, 0.3], [-0.2, -0.1, 0.5], [-0.3, -1.3, -0.5], [0.1, -0.2, 0.9], [-1.0, -1.7, -0.5], [-0.7, -0.2, -1.3], [3.3, 0.6, -0.9], [0.7, -0.6, 1.2], [0.1, 1.4, -0.4], [0.9, 0.8, 0.2], [0.8, 0.1, 1.4], [0.8, -0.3, 0.7], [0.1, -0.3, 0.1], [0.2, 1.4, 1.7], [-0.6, -0.3, 0.7]], "de_lowest_kcal_mol": 169.0, "multiplicity": 1, "gap_ev": [7.45, 7.91], "total_energy_ha": -832.5581}

=====

{"formula": "C12H19AsIrN2O6S2", "method": "ωB97M-V with the def2-TZVPD basis set", "symbols": ["Ir", "C", "C", "N", "C", "C", "S", "C", "C", "N", "H", "H", "H", "H", "H", "H", "H", "H", "H", "H", "H", "H", "H", "H", "O", "As", "O", "O", "C", "C", "C", "C", "C", "C", "S", "O", "O", "O", "H", "H", "H", "H", "H"], "coordinates": [[-0.3380, -0.1829, 0.5047], [0.5294, -3.1788, 0.1844], [1.8105, -2.6142, 0.7858], [1.7614, -1.1563, 0.7126], [2.4878, -0.4238, 1.7475], [1.8199, -0.5708, 3.1096], [-0.0070, -0.5218, 3.0517], [-0.4602, -2.2979, 3.1292], [-1.2532, -2.7679, 1.9259], [-0.6455, -2.4265, 0.6364], [0.5748, -3.0739, -0.8989], [0.4344, -4.2389, 0.4327], [1.9160, -2.9161, 1.8254], [2.6669, -3.0108, 0.2377], [2.0464, -0.8423, -0.2133], [3.5258, -0.7636, 1.8272], [2.4864, 0.6240, 1.4552], [2.0969, -1.4869, 3.6290], [2.1105, 0.2670, 3.7410], [0.4457, -2.8756, 3.2922], [-1.0860, -2.3982, 4.0146], [-1.4009, -3.8498, 2.0165], [-2.2321, -2.2900, 1.9457], [-1.3687, -2.4814, -0.0786], [-1.9416, -0.2833, -3.5268], [-1.2872, 0.2460, -2.0005], [-2.2508, -0.4521, -0.8330], [0.1958, -0.4939, -1.7068], [-1.0962, 2.1372, -2.3337], [-1.2712, 2.5354, -3.6548], [-1.0666, 3.8624, -4.0057], [-0.7035, 4.7955, -3.0478], [-0.5193, 4.4040, -1.7285], [-0.6996, 3.0764, -1.3866], [-0.3795, 2.6062, 0.3002], [0.8336, 1.7312, 0.2608], [-0.2341, 3.7864, 1.0841], [-1.4953, 1.7130, 0.6965], [-2.4647, -1.0876, -3.4159], [-1.5635, 1.8038, -4.3937], [-1.1913, 4.1606, -5.0377], [-0.5571, 5.8302, -3.3251], [-0.2291, 5.1058, -0.9592]], "atomic_forces_ev_per_a": [[5.9, -5.1, 1.5], [0.4, 0.0, 0.0], [-0.4, -0.3, 0.0], [-1.3, 1.3, -0.7], [0.1, 0.1, 0.2], [-0.1, 0.1, -0.1], [-0.6, 0.5, -1.4], [0.0, 0.2, 0.1], [-0.1, -0.1, 0.3], [-0.9, 1.9, -0.4], [-0.1, 0.0, 0.0], [-0.1, 0.0, 0.0], [0.1, 0.0, 0.0], [0.1, 0.1, 0.1], [0.1, 0.0, 0.0], [0.0, 0.0, -0.1], [0.0, 0.0, 0.0], [0.0, 0.0, 0.0], [0.0, 0.0, 0.0], [0.0, 0.0, 0.0], [0.0, -0.1, 0.0], [0.0, 0.0, -0.1], [0.0, 0.0, -0.1], [-0.1, 0.0, 0.0], [0.2, 0.1, -0.2], [-1.2, -0.3, -1.2], [-0.5, 0.5, 0.0], [0.1, 0.5, 1.6], [0.0, -0.3, -0.2], [0.0, -0.1, 0.1], [0.0, 0.1, 0.0], [0.0, 0.0, -0.1], [0.0, -0.1, 0.0], [0.1, -0.1, 0.4], [-0.6, 1.3, 0.1], [-0.7, -0.9, 0.1], [0.2, 0.0, -0.1], [-0.4, 0.5, -0.1], [0.0, 0.1, 0.1], [0.0, 0.1, -0.1], [0.0, 0.0, 0.0], [0.0, 0.0, 0.0], [0.0, 0.0, 0.0]], "de_lowest_kcal_mol": 84.2, "total_charge": 1, "multiplicity": 1, "gap_ev": [7.26, 7.24], "total_energy_ha": -4165.8173}

=====

{"formula": "C12H19CeN3S4", "method": "ωB97M-V with the def2-TZVPD basis set", "symbols": ["Ce", "S", "S", "C", "C", "C", "N", "C", "C", "H", "H", "H", "H", "H", "H", "H", "H", "C", "H", "H", "H", "H", "H", "H", "H", "C", "C", "H", "H", "H", "H", "S", "C", "C", "N", "C", "S", "C", "N"], "coordinates": [[0.8866, 0.0247, 0.4995], [-0.1411, -2.6870, -0.4699], [-0.2514, 2.6649, -0.5322], [1.4371, -3.5509, -0.2092], [-0.1118, -2.4849, -2.2886], [0.6374, -1.2518, -2.7703], [0.1176, -0.0143, -2.1233], [0.6814, 1.1987, -2.7794], [-0.0590, 2.4604, -2.3492], [-1.1715, -2.4560, -2.6145], [0.3416, -3.3783, -2.6954], [0.5280, -1.1777, -3.8602], [1.7182, -1.3187, -2.5491], [0.6099, 1.1076, -3.8700], [1.7565, 1.2511, -2.5211], [-1.0908, 2.4682, -2.7604], [0.4579, 3.3414, -2.7144], [1.2321, 3.6433, -0.1378], [-0.8864, 0.0049, -2.3145], [2.1138, 3.2412, -0.6578], [1.3865, 3.5983, 0.9399], [1.0458, 4.6712, -0.4512], [1.6229, -3.5881, 0.8660], [2.2596, -3.0208, -0.7099], [1.3376, -4.5593, -0.6067], [-2.7341, -0.0038, 1.0833], [-2.8838, -0.0675, -0.2495], [-2.5516, 0.9511, 1.6135], [-2.4486, -0.8925, 1.6824], [-2.8421, 0.8569, -0.8863], [-2.8071, -1.0398, -0.7960], [0.2385, 1.7393, 2.7168], [0.0065, 0.6945, 4.0625], [-0.3045, 1.3058, 5.3332], [-0.5262, 1.9106, 6.3139], [0.1139, -0.7118, 4.0550], [0.5187, -1.7013, 2.7104], [-0.0990, -1.3849, 5.3183], [-0.2288, -2.0385, 6.2756]], "atomic_forces_ev_per_a": [[-1.5, 0.0, 1.3], [0.2, 0.4, 0.0], [0.3, -0.4, -0.1], [0.0, 0.2, -0.2], [-0.4, 0.3, 0.3], [0.0, 0.2, 0.2], [0.2, 0.0, -0.5], [0.1, -0.1, 0.3], [-0.5, -0.2, 0.2], [0.6, 0.0, 0.2], [0.0, -0.2, -0.2], [0.1, 0.0, 0.1], [-0.3, -0.1, -0.1], [0.1, 0.0, 0.1], [-0.3, 0.1, -0.1], [0.6, 0.0, 0.2], [0.0, 0.1, -0.2], [0.1, 0.0, -0.3], [0.0, 0.0, 0.3], [-0.2, 0.2, 0.1], [-0.1, 0.1, 0.0], [0.2, -0.1, 0.1], [-0.1, 0.0, -0.1], [-0.1, -0.2, 0.1], [0.1, 0.0, 0.1], [1.6, 0.1, 0.0], [1.3, 0.1, -0.5], [-0.6, -0.5, -0.4], [-0.8, 0.4, -0.4], [-0.6, -0.9, 0.7], [-0.5, 0.8, 0.6], [0.3, -0.5, -1.3], [0.1, -2.8, 0.8], [-0.4, 1.7, 1.7], [0.5, -1.5, -2.2], [-0.3, 2.7, 1.0], [0.2, 0.4, -1.3], [-0.1, -1.3, 1.0], [0.2, 1.2, -1.6]], "s2": 0.752, "de_lowest_kcal_mol": 0.0, "total_charge": 1, "multiplicity": 2, "gap_ev": [5.78, 5.80], "total_energy_ha": -2700.5344}

=====

{"formula": "C12H19Cl3Si", "method": "ωB97M-V with the def2-TZVPD basis set", "symbols": ["Cl", "Cl", "Cl", "C", "C", "C", "C", "C", "C", "C", "C", "C", "C", "C", "C", "Si", "H", "H", "H", "H", "H", "H", "H", "H", "H", "H", "H", "H", "H", "H", "H", "H", "H", "H", "H"], "coordinates": [[-1.3261, 3.1544, -0.3211], [-0.9420, 2.7684, 2.8990], [0.7769, 5.2152, 1.3822], [-1.2566, -2.3076, 0.3640], [-0.3179, -1.7124, -1.8818], [-2.0216, -0.2990, -0.9289], [1.1756, -1.4953, 0.1949], [-0.6191, 0.0287, 1.1616], [0.5039, 0.4775, -1.1145], [1.9254, 0.8146, 1.0224], [-0.0003, -2.3186, -0.4926], [-1.7538, -0.8439, 0.4743], [-0.7120, -0.3130, -1.7596], [0.7527, -0.0090, 0.3909], [1.8768, 2.2746, 0.7767], [0.2013, 3.1838, 1.1703], [-2.1143, -2.8248, -0.1032], [-1.0749, -2.7345, 1.3808], [0.7092, -1.8274, -2.3965], [-0.9503, -2.4732, -2.4412], [-2.3934, 0.6871, -0.8112], [-2.7339, -0.9191, -1.4049], [1.4633, -2.0021, 1.1353], [2.1203, -1.4699, -0.4041], [-0.4113, -0.2776, 2.1715], [-1.0133, 1.0838, 1.0618], [0.3532, 1.5826, -1.2210], [1.3460, 0.3355, -1.7668], [2.8887, 0.3685, 0.5719], [1.8478, 0.6408, 2.1444], [0.3001, -3.4170, -0.5761], [-2.5955, -0.7290, 1.1632], [-0.8341, 0.1209, -2.7010], [2.0812, 2.4530, -0.3562], [2.7484, 2.7841, 1.2154]], "atomic_forces_ev_per_a": [[1.0, 0.5, 0.8], [1.0, 0.4, -0.6], [-0.4, -1.1, -0.2], [-0.9, 0.9, 0.9], [3.1, -3.9, -0.8], [1.6, 0.3, 0.8], [-0.3, -0.3, 0.0], [0.1, 1.0, -2.3], [-1.6, 0.5, 0.8], [-0.3, -2.4, 0.8], [0.8, -0.9, 0.2], [2.1, 0.2, 1.0], [0.1, 1.0, 1.9], [-0.2, -0.3, -1.9], [-0.3, 1.5, -2.1], [-0.1, 1.1, 0.1], [0.6, -0.4, 0.1], [-0.1, 0.2, -0.7], [-1.4, 0.5, 0.2], [0.1, 1.4, 0.6], [-0.6, 1.0, -0.2], [-1.0, -0.6, -0.7], [-0.3, 0.3, -0.1], [-0.8, -0.3, 0.1], [-0.3, 0.1, 0.6], [0.4, -1.4, 0.7], [-0.3, -1.1, 0.4], [0.8, -0.6, -0.1], [-1.2, 0.7, 1.0], [0.6, -0.1, -1.2], [0.0, 1.4, -0.2], [-0.3, -0.3, -0.4], [-0.6, 0.7, -1.6], [-0.7, 0.0, 1.7], [-0.7, 0.1, 0.4]], "de_lowest_kcal_mol": 5.2, "multiplicity": 1, "gap_ev": 10.39, "total_energy_ha": -2138.8660}